Density functional theory data (ωB97M-V/def2-TZVPD) for a 2-piece molecular cluster, C5H9NO overall in a non-equilibrium geometry.

Its HOMO energy is -0.328 hartree. The relative energy (zero: lowest compared OMol25 entry of this formula, charge and spin) comes out at 137.34 kcal/mol. The calculation puts the LUMO energy at 0.19 eV. Its electronic energy is -8863.257 eV. As for the HOMO-LUMO gap: 9.13 eV.

Element x y z (Å)
H: 0.157 0.571 1.795
C: 1.373 -0.170 0.093
C: 0.087 0.309 -0.523
C: -0.628 -1.021 -0.315
C: 0.709 -1.536 0.306
H: 1.177 -2.302 -0.308
H: -2.110 1.547 -0.089
H: 2.379 0.044 -0.232
H: -1.586 1.464 0.423
H: -1.483 -0.929 0.358
N: -0.120 1.337 -1.495
C: 0.608 0.849 0.835
O: -1.281 1.425 -1.830
H: 0.648 -1.867 1.348
H: -0.945 -1.584 -1.204
H: 1.013 1.861 0.839

---

Density functional theory data (ωB97M-V/def2-TZVPD) for C5H3N in the gas phase in a non-equilibrium geometry.

Its HOMO energy (spin up / spin down) is -0.381 / -0.381 hartree. The relative energy (zero: lowest compared OMol25 entry of this formula, charge and spin) comes out at 92.47 kcal/mol. The calculation puts the LUMO energy (spin up / spin down) at -1.89 / -1.89 eV. Its electronic energy is -6716.713 eV. As for the HOMO-LUMO gap (spin up / spin down): 8.49 / 8.49 eV.

Element x y z (Å)
H: 0.654 0.113 -0.737
C: -0.435 -0.058 -0.525
N: -2.261 1.634 -1.435
C: -2.893 0.228 1.034
C: -1.440 0.882 -1.079
C: -0.560 -0.006 0.956
H: 0.065 0.691 1.543
C: -1.853 -0.363 1.261
H: -0.496 -1.142 -0.853

---

Density functional theory data (ωB97M-V/def2-TZVPD) for C29H25BaClIN7O4S4 as an isolated structure in a non-equilibrium geometry.

Its HOMO energy is -0.014 hartree. As for the total charge: -2. The relative energy (zero: lowest compared OMol25 entry of this formula, charge and spin) comes out at 30.47 kcal/mol. The calculation puts the LUMO energy at 3.05 eV. Its electronic energy is -113759.473 eV. As for the HOMO-LUMO gap: 3.44 eV.

Element x y z (Å)
C: 12.325 11.280 17.385
H: 7.779 7.351 8.337
C: 18.110 7.442 12.090
O: 9.463 4.824 5.982
C: 11.496 6.076 7.164
H: 11.707 5.252 6.495
H: 6.498 12.495 14.791
N: 10.787 9.335 9.606
H: 18.315 10.620 13.073
I: 11.217 13.038 11.267
C: 11.080 10.062 14.001
C: 14.898 7.382 7.626
C: 10.218 6.398 7.464
C: 9.572 12.693 12.500
C: 13.663 12.013 15.698
N: 9.173 5.552 6.853
C: 14.905 12.671 15.239
C: 9.911 7.531 8.308
S: 13.396 13.254 8.174
C: 9.566 9.727 9.893
S: 12.587 11.553 7.460
N: 13.350 8.699 8.883
Cl: 12.730 7.193 12.435
H: 19.490 9.354 13.497
H: 17.236 6.844 11.870
C: 12.356 7.942 8.429
C: 18.764 9.685 12.756
N: 15.808 9.769 11.416
H: 14.696 13.395 14.454
N: 17.683 8.716 12.666
C: 12.586 6.844 7.623
N: 13.419 11.933 16.985
N: 10.183 10.371 13.159
H: 10.050 9.103 16.447
O: 9.099 10.780 17.197
C: 8.221 11.503 14.073
C: 9.377 11.537 13.270
C: 8.439 9.022 9.477
H: 8.900 14.703 12.026
C: 11.700 10.812 15.127
C: 10.273 9.980 17.047
H: 9.097 11.458 16.527
C: 13.900 6.538 7.228
C: 7.595 13.719 13.389
H: 10.527 9.649 18.044
H: 12.099 11.242 18.443
H: 6.915 14.558 13.494
C: 11.444 10.700 16.492
H: 18.688 7.595 11.190
C: 16.664 9.271 11.975
C: 10.970 8.262 8.817
H: 9.483 10.622 10.486
H: 14.087 5.681 6.592
H: 8.083 10.600 14.648
H: 15.535 11.938 14.737
C: 12.881 11.421 14.685
H: 15.441 13.143 16.059
H: 11.550 9.083 13.785
H: 7.452 9.354 9.757
S: 15.464 13.181 7.758
Ba: 12.848 10.165 11.200
O: 8.065 5.657 7.256
O: 13.289 11.386 13.464
H: 15.926 7.252 7.304
C: 8.619 7.924 8.667
C: 7.353 12.568 14.155
C: 14.564 8.464 8.480
C: 8.717 13.789 12.577
H: 18.704 6.933 12.850
H: 15.301 9.190 8.800
H: 19.220 9.831 11.769
S: 16.232 11.797 8.971

---

Density functional theory data (ωB97M-V/def2-TZVPD) for C5H5NO2 in the gas phase in a non-equilibrium geometry.

Its HOMO energy is -0.347 hartree. The relative energy (zero: lowest compared OMol25 entry of this formula, charge and spin) comes out at 155.05 kcal/mol. The calculation puts the LUMO energy at 0.60 eV. Its electronic energy is -10844.591 eV. As for the HOMO-LUMO gap: 10.03 eV.

Element x y z (Å)
C: 0.061 -0.515 -0.625
C: -1.867 0.025 0.275
O: -0.858 -0.156 -1.703
H: -0.467 -1.498 -0.163
H: 2.544 0.284 1.421
C: 1.787 -0.033 0.873
H: 2.212 -0.523 -1.187
C: -0.352 0.438 0.462
H: -2.658 0.534 0.822
H: -0.359 1.428 -0.192
N: -2.111 0.027 -1.035
C: 1.586 -0.299 -0.366
O: 0.480 0.288 1.416

---

Question: The lowest electronic energy belongs to which entry?
Answer: C29H25BaClIN7O4S4

---

What did the fourth record say?
Density functional theory data (ωB97M-V/def2-TZVPD) for C5H5NO2 in the gas phase in a non-equilibrium geometry.

Its HOMO energy is -0.347 hartree. The relative energy (zero: lowest compared OMol25 entry of this formula, charge and spin) comes out at 155.05 kcal/mol. The calculation puts the LUMO energy at 0.60 eV. Its electronic energy is -10844.591 eV. As for the HOMO-LUMO gap: 10.03 eV.

Element x y z (Å)
C: 0.061 -0.515 -0.625
C: -1.867 0.025 0.275
O: -0.858 -0.156 -1.703
H: -0.467 -1.498 -0.163
H: 2.544 0.284 1.421
C: 1.787 -0.033 0.873
H: 2.212 -0.523 -1.187
C: -0.352 0.438 0.462
H: -2.658 0.534 0.822
H: -0.359 1.428 -0.192
N: -2.111 0.027 -1.035
C: 1.586 -0.299 -0.366
O: 0.480 0.288 1.416